No. 1
{
  "formula": "C46H56F12N6O8",
  "method": "ωB97M-V/def2-TZVPD",
  "symbols": ["C", "C", "O", "C", "O", "C", "F", "F", "F", "H", "H", "H", "H", "H", "C", "C", "O", "C", "O", "C", "F", "F", "F", "H", "H", "H", "H", "H", "C", "C", "O", "C", "O", "C", "F", "F", "F", "H", "H", "H", "H", "H", "C", "C", "O", "C", "O", "C", "F", "F", "F", "H", "H", "H", "H", "H", "C", "C", "C", "N", "C", "H", "H", "H", "H", "H", "C", "C", "C", "N", "C", "H", "H", "H", "H", "H", "C", "C", "C", "N", "C", "H", "H", "H", "H", "H", "C", "C", "C", "N", "C", "H", "H", "H", "H", "H", "C", "C", "C", "N", "C", "H", "H", "H", "H", "H", "C", "C", "C", "N", "C", "H", "H", "H", "H", "H", "C", "C", "C", "C", "C", "C", "H", "H", "H", "H", "H", "H"],
  "coordinates": [[2.059, -5.996, 0.907], [2.391, -5.247, -0.413], [3.697, -4.648, -0.342], [3.813, -3.381, 0.154], [2.917, -2.570, 0.346], [5.231, -2.979, 0.382], [5.580, -3.540, 1.472], [6.023, -3.488, -0.504], [5.331, -1.601, 0.453], [0.992, -6.074, 1.119], [2.495, -5.502, 1.776], [2.616, -6.933, 0.897], [1.667, -4.445, -0.559], [2.279, -5.788, -1.352], [-0.759, -3.391, -1.381], [-0.504, -2.754, -2.800], [0.837, -2.912, -3.129], [1.233, -3.910, -3.990], [0.395, -4.720, -4.481], [2.796, -3.990, -4.181], [3.106, -5.286, -3.934], [3.149, -3.803, -5.386], [3.521, -3.239, -3.428], [-1.764, -3.276, -0.978], [-0.021, -3.131, -0.622], [-0.610, -4.439, -1.642], [-0.835, -1.720, -2.705], [-1.253, -3.115, -3.505], [-3.567, 3.517, -2.758], [-4.432, 3.441, -1.478], [-3.614, 3.906, -0.379], [-4.279, 4.225, 0.755], [-5.476, 4.012, 1.023], [-3.311, 4.833, 1.793], [-3.703, 6.097, 2.053], [-3.247, 4.136, 2.953], [-2.029, 4.862, 1.343], [-3.042, 4.472, -2.801], [-4.127, 3.279, -3.663], [-2.793, 2.753, -2.684], [-4.736, 2.401, -1.359], [-5.285, 4.095, -1.655], [3.368, 0.675, 2.779], [4.775, 0.237, 3.393], [5.338, 1.288, 4.163], [6.485, 1.151, 4.867], [7.258, 0.202, 4.709], [6.523, 2.174, 5.960], [7.627, 1.897, 6.675], [6.690, 3.334, 5.395], [5.525, 2.049, 6.720], [3.531, 1.421, 2.000], [2.600, 1.064, 3.449], [2.906, -0.113, 2.185], [5.471, 0.023, 2.582], [4.526, -0.612, 4.029], [0.938, 5.335, -1.223], [0.071, 4.313, -1.666], [0.413, 4.107, -2.936], [1.325, 5.031, -3.452], [1.710, 5.725, -2.351], [0.974, 5.829, -0.264], [-0.701, 3.765, -1.147], [-0.116, 3.487, -3.645], [1.555, 5.211, -4.419], [2.283, 6.631, -2.480], [3.955, 0.909, -2.858], [3.333, 0.480, -1.718], [2.806, 1.583, -1.055], [3.095, 2.695, -1.866], [3.635, 2.314, -3.092], [4.671, 0.325, -3.418], [3.397, -0.509, -1.290], [2.306, 1.735, -0.110], [2.643, 3.587, -1.723], [3.834, 3.030, -3.876], [-3.310, -0.873, -1.178], [-4.263, -1.662, -1.775], [-5.552, -1.294, -1.299], [-5.413, -0.235, -0.442], [-4.046, 0.002, -0.372], [-2.241, -1.015, -1.230], [-3.933, -2.370, -2.520], [-6.532, -1.671, -1.553], [-6.180, 0.131, 0.104], [-3.737, 0.841, 0.234], [-3.296, 0.780, 5.808], [-3.838, 1.504, 4.824], [-4.401, 0.653, 3.843], [-4.015, -0.627, 4.141], [-3.430, -0.572, 5.379], [-3.004, 1.163, 6.775], [-4.028, 2.566, 4.792], [-4.825, 0.889, 2.879], [-4.283, -1.395, 3.541], [-3.203, -1.448, 5.967], [-2.453, -3.358, 3.162], [-3.393, -4.357, 3.037], [-4.211, -4.050, 1.873], [-3.803, -2.883, 1.382], [-2.683, -2.483, 2.073], [-1.558, -3.267, 3.760], [-3.428, -5.251, 3.641], [-5.048, -4.477, 1.342], [-4.251, -2.434, 0.595], [-2.170, -1.609, 1.700], [0.012, 0.407, -6.328], [-0.556, 0.544, -5.029], [0.509, 0.754, -4.116], [1.650, 0.819, -4.823], [1.378, 0.650, -6.183], [-0.419, 0.123, -7.276], [-1.602, 0.495, -4.765], [0.459, 1.008, -3.067], [2.564, 1.051, -4.463], [2.163, 0.742, -6.919], [-0.555, 0.472, 3.302], [-1.321, 1.439, 2.690], [-1.237, 1.733, 1.322], [-0.562, 0.836, 0.506], [0.061, -0.255, 1.105], [0.085, -0.485, 2.550], [-0.696, 0.396, 4.371], [-1.958, 2.127, 3.226], [-1.692, 2.613, 0.892], [-0.514, 0.984, -0.562], [0.639, -0.877, 0.438], [0.632, -1.293, 3.012]],
  "atomic_forces_ev_per_a": [[1.154, 0.101, -0.617], [-1.488, 1.134, 0.852], [0.720, 1.119, 0.678], [-3.603, 0.592, -1.464], [1.066, -1.832, -0.111], [-0.670, 1.431, -0.814], [0.981, -0.454, 3.796], [1.337, 0.314, -2.265], [0.258, -1.857, -0.145], [0.091, -0.350, -0.397], [-0.037, 0.579, -0.168], [-0.609, -0.412, -0.005], [0.071, 0.223, 0.286], [0.716, -0.574, 0.334], [0.526, -0.903, -1.600], [-2.768, 0.439, 2.366], [2.269, -0.739, -1.691], [-4.715, -1.359, 0.002], [4.046, 3.019, 1.508], [-1.735, -2.414, 0.889], [-0.047, -0.230, 0.725], [0.278, 1.029, -3.321], [0.445, 1.272, 1.641], [0.021, 0.186, -0.246], [-0.020, 0.393, -0.203], [-0.154, -0.433, 0.687], [1.222, 0.541, -0.383], [0.636, -0.723, -0.303], [0.488, -0.487, 1.109], [0.349, 0.153, -1.946], [-1.230, 0.395, 0.993], [-2.583, -1.667, 0.092], [3.757, 0.807, -1.035], [1.189, 0.379, 0.544], [0.233, -0.750, -0.013], [-0.710, 0.502, -0.878], [-0.930, 0.311, 0.040], [-0.272, 0.098, -0.288], [-0.185, 0.325, 0.151], [0.160, -0.075, -0.037], [-0.149, 0.198, 0.512], [-0.122, -0.066, 0.676], [1.403, 0.359, -0.521], [-1.928, 0.014, -1.014], [0.198, 1.318, 1.167], [-0.254, -4.778, -2.504], [-1.535, 2.651, 0.610], [3.867, -1.885, -1.460], [0.309, 0.409, 0.551], [-0.497, 2.158, 0.005], [-2.914, 0.663, 1.935], [0.173, 0.407, 0.202], [0.403, -0.134, 0.402], [0.275, -0.554, 0.390], [-0.178, -0.475, 0.133], [0.738, -0.165, 0.065], [1.326, 1.128, -1.171], [0.548, 0.151, 1.086], [-1.247, -0.553, -4.314], [-0.920, -1.442, 2.164], [-0.678, 1.535, 1.454], [0.094, -0.132, -0.045], [0.191, 0.078, 0.146], [0.211, -0.284, -0.007], [0.005, -0.273, 0.369], [0.321, -0.195, 0.271], [0.389, 2.678, -2.580], [-0.357, 0.144, 2.426], [0.791, 1.150, -1.609], [-1.196, -1.057, -0.637], [1.089, -2.470, 3.182], [-0.372, -0.069, -0.429], [-0.081, 0.007, -0.068], [0.017, -0.184, -0.124], [0.015, 0.106, 0.112], [0.223, -0.151, 0.168], [-0.958, 1.790, 1.797], [-2.049, -0.771, -0.459], [0.892, -0.801, -1.128], [1.798, -1.369, -1.115], [0.291, 1.170, 0.925], [-0.128, 0.497, -0.004], [-0.827, -0.398, 0.007], [0.155, -0.058, -0.025], [0.486, 0.280, -0.015], [0.331, -0.211, 0.152], [0.401, -3.423, 0.936], [-3.150, 1.669, -3.375], [1.515, 0.807, 0.084], [-0.714, 1.667, 1.200], [0.714, 0.069, 1.021], [0.321, -0.375, -0.085], [0.221, 0.047, 0.112], [-0.052, 0.054, 0.103], [0.445, -0.314, 0.591], [0.086, -0.121, -0.366], [0.644, 1.966, -2.522], [-2.182, -1.014, -1.908], [0.138, -1.332, 2.274], [1.543, 0.282, 0.590], [-0.022, 0.545, 0.205], [-0.311, -0.168, 0.305], [-0.299, 0.029, -0.120], [-0.022, -0.605, 0.628], [0.420, 0.131, -0.082], [0.104, 0.026, 0.426], [1.351, 0.441, 0.450], [1.049, -0.211, 0.824], [-1.950, 0.222, -0.974], [-0.021, 0.013, -2.153], [-0.565, -0.251, 1.045], [-0.325, 0.244, 0.187], [0.055, -0.130, 0.015], [0.197, -0.240, -0.012], [-0.277, -0.137, 0.255], [-0.039, -0.232, 0.109], [-1.253, -0.749, 0.537], [-0.082, 2.139, -1.256], [-0.069, -0.883, 0.412], [0.220, -0.300, 0.879], [0.643, -0.539, 1.363], [0.160, 1.276, -2.778], [0.359, -0.209, 0.196], [0.296, -0.212, 0.566], [-0.213, -0.051, 0.112], [0.165, -0.031, -0.141], [0.047, -0.480, 0.138], [0.043, -0.121, -0.232]],
  "mulliken_charge": [-1.29, 0.52, -0.34, 0.21, -0.35, 0.90, -0.26, -0.27, -0.17, 0.35, 0.36, 0.36, -0.50, 0.44, -0.55, -0.11, 0.03, 0.35, -0.58, 0.87, -0.30, -0.27, -0.16, 0.26, -0.24, 0.51, -0.01, 0.41, -1.07, 0.02, -0.01, 0.29, -0.59, 0.88, -0.28, -0.21, -0.19, 0.35, 0.48, 0.04, 0.00, 0.41, -0.52, -0.41, -0.22, 0.18, -0.54, 1.05, -0.26, -0.25, -0.22, 0.27, 0.38, -0.03, 0.27, 0.34, -1.01, 1.02, -1.23, 0.11, -0.95, 0.46, 0.31, 0.54, 0.23, 0.43, -1.45, 0.72, -1.24, 0.06, -0.42, 0.51, 0.53, 0.73, 0.27, 0.46, 0.91, -0.23, -1.35, 0.25, -1.60, 0.00, 0.41, 0.44, 0.24, 0.64, -0.86, -0.19, -0.70, 0.18, -0.60, 0.46, 0.63, 0.50, 0.20, 0.44, -0.58, -0.90, -0.68, 0.26, -0.49, 0.55, 0.42, 0.46, 0.41, 0.61, -0.72, -0.57, -0.64, 0.32, -0.83, 0.45, 0.45, 0.85, 0.04, 0.49, -1.28, 0.13, 0.07, 0.16, -1.02, -0.17, 0.33, 0.50, -0.26, 0.44, 0.38, 0.63],
  "gap_ev": 8.12,
  "e_lumo_ev": 0.32,
  "charge": 0,
  "e_homo_ev": -7.792,
  "smiles": "CCOC(=O)C(F)(F)F.CCOC(=O)C(F)(F)F.CCOC(=O)C(F)(F)F.CCOC(=O)C(F)(F)F.c1cc[nH]c1.c1cc[nH]c1.c1cc[nH]c1.c1cc[nH]c1.c1cc[nH]c1.c1cc[nH]c1.c1ccccc1",
  "energy_ha": -3915.13662
}

No. 2
{
  "formula": "C46H56FeN3O",
  "method": "ωB97M-V/def2-TZVPD",
  "symbols": ["C", "C", "C", "C", "C", "C", "C", "C", "C", "C", "C", "C", "N", "N", "N", "C", "C", "C", "C", "C", "C", "C", "C", "C", "C", "C", "C", "C", "C", "C", "C", "H", "H", "H", "H", "H", "H", "H", "H", "H", "H", "H", "H", "H", "H", "H", "H", "H", "H", "H", "H", "H", "H", "H", "H", "H", "H", "H", "H", "H", "H", "H", "H", "H", "H", "H", "H", "H", "H", "H", "C", "O", "C", "C", "C", "C", "C", "C", "C", "C", "C", "C", "Fe", "C", "C", "C", "C", "C", "C", "C", "H", "H", "H", "H", "H", "H", "H", "H", "H", "H", "H", "H", "H", "H", "H", "H", "H"],
  "coordinates": [[2.109, 3.113, 0.743], [2.209, 2.672, -0.721], [3.602, 2.948, -1.289], [1.133, 3.318, -1.567], [1.080, 4.694, -1.698], [0.095, 5.298, -2.450], [-0.851, 4.522, -3.087], [-0.819, 3.139, -3.004], [-1.867, 2.283, -3.688], [-2.314, 2.848, -5.041], [-3.078, 2.063, -2.779], [0.179, 2.533, -2.227], [0.243, 1.091, -2.120], [0.916, 0.322, -2.973], [0.745, -0.910, -2.546], [1.328, -2.070, -3.188], [2.587, -2.531, -2.789], [3.346, -1.834, -1.680], [4.657, -1.233, -2.192], [3.600, -2.773, -0.497], [3.133, -3.634, -3.425], [2.449, -4.277, -4.436], [1.207, -3.820, -4.825], [0.631, -2.720, -4.212], [-0.733, -2.228, -4.644], [-1.811, -3.294, -4.426], [-0.720, -1.751, -6.098], [-0.056, -0.988, -1.391], [-0.447, -2.221, -0.683], [-0.379, 0.328, -1.091], [-1.134, 0.806, -0.047], [1.131, 2.886, 1.169], [2.864, 2.627, 1.361], [2.261, 4.189, 0.828], [2.034, 1.583, -0.763], [3.691, 2.605, -2.320], [3.811, 4.018, -1.281], [4.381, 2.458, -0.702], [1.818, 5.297, -1.200], [0.067, 6.373, -2.541], [-1.625, 4.999, -3.660], [-1.389, 1.305, -3.873], [-1.467, 3.058, -5.695], [-2.975, 2.155, -5.565], [-2.869, 3.777, -4.907], [-2.807, 1.569, -1.846], [-3.538, 3.018, -2.522], [-3.838, 1.451, -3.268], [2.706, -1.006, -1.331], [4.487, -0.539, -3.017], [5.188, -0.696, -1.404], [5.319, -2.019, -2.557], [2.673, -3.195, -0.108], [4.233, -3.607, -0.799], [4.104, -2.260, 0.324], [4.103, -3.990, -3.122], [2.889, -5.132, -4.927], [0.674, -4.321, -5.616], [-0.973, -1.362, -4.004], [-1.853, -3.625, -3.388], [-2.802, -2.926, -4.698], [-1.608, -4.173, -5.039], [0.024, -0.970, -6.259], [-0.477, -2.577, -6.767], [-1.692, -1.358, -6.401], [-1.088, -2.002, 0.171], [-0.992, -2.892, -1.347], [0.429, -2.755, -0.317], [-1.604, 0.138, 0.643], [-1.290, 1.858, 0.078], [-5.890, 3.824, 5.023], [-6.203, 2.449, 5.008], [-5.104, 1.629, 4.929], [-5.303, 0.230, 4.951], [-4.253, -0.637, 4.922], [-2.930, -0.160, 4.854], [-1.816, -1.034, 4.904], [-0.443, -0.570, 4.810], [0.500, -0.273, 5.943], [1.668, 0.300, 5.410], [1.522, 0.414, 3.948], [0.260, -0.080, 3.579], [1.319, -1.593, 4.565], [2.092, -3.106, 3.359], [0.860, -3.564, 3.978], [1.029, -3.498, 5.417], [2.364, -2.999, 5.692], [3.022, -2.755, 4.420], [-2.731, 1.232, 4.792], [-3.776, 2.100, 4.836], [-6.818, 4.395, 5.082], [-5.274, 4.057, 5.895], [-5.367, 4.094, 4.103], [-6.313, -0.134, 5.008], [-4.427, -1.698, 4.944], [-2.025, -2.075, 5.110], [0.285, -0.407, 7.007], [2.536, 0.632, 5.980], [2.247, 0.868, 3.272], [-0.154, -0.073, 2.571], [2.291, -3.057, 2.287], [-0.023, -3.937, 3.455], [0.292, -3.798, 6.166], [2.793, -2.829, 6.682], [4.027, -2.352, 4.288], [-1.722, 1.597, 4.734], [-3.575, 3.156, 4.819]],
  "atomic_forces_ev_per_a": [[-0.108, 0.063, -0.002], [0.043, -0.558, 0.136], [-0.007, 0.043, -0.093], [0.086, -0.788, 0.141], [-0.062, 0.060, -0.001], [0.071, 0.039, 0.038], [-0.047, -0.067, -0.014], [-0.197, -0.632, 0.087], [0.096, -0.428, -0.347], [0.106, 0.061, 0.080], [-0.027, -0.031, 0.140], [0.372, -0.010, -0.355], [-1.104, -0.302, 1.469], [1.050, -0.782, -1.255], [-1.483, 0.019, 2.059], [0.387, -0.078, -0.578], [-0.155, 0.651, 0.470], [-0.153, 0.463, 0.344], [0.005, 0.006, -0.116], [-0.015, -0.054, -0.052], [-0.106, -0.001, -0.031], [0.076, -0.051, -0.069], [0.012, 0.020, 0.090], [-0.433, 0.550, 0.249], [-0.311, 0.458, 0.213], [0.043, -0.060, 0.002], [0.085, 0.000, -0.041], [1.573, -0.227, -2.280], [0.192, -0.359, -0.153], [-0.852, 1.668, 0.921], [0.480, 0.121, -0.845], [0.023, -0.102, -0.056], [0.001, -0.074, -0.074], [0.055, 0.126, -0.001], [0.147, 0.395, 0.121], [-0.052, -0.040, -0.028], [0.048, 0.104, 0.015], [-0.073, -0.046, 0.077], [0.191, 0.146, 0.144], [-0.033, 0.125, -0.005], [-0.176, 0.096, -0.175], [-0.250, 0.273, 0.008], [0.073, -0.001, 0.008], [0.008, -0.080, 0.114], [-0.070, 0.060, -0.025], [0.103, 0.003, 0.007], [-0.032, 0.121, -0.018], [0.015, -0.025, -0.133], [0.341, -0.270, -0.010], [-0.070, 0.013, 0.004], [-0.104, -0.040, 0.056], [0.076, -0.063, -0.013], [-0.004, 0.041, 0.003], [0.069, -0.070, -0.022], [-0.067, 0.066, -0.061], [0.198, -0.062, 0.086], [0.040, -0.098, -0.040], [-0.125, -0.105, -0.169], [-0.050, -0.305, -0.293], [0.044, 0.041, 0.011], [0.050, 0.098, -0.017], [0.003, -0.073, -0.055], [0.007, 0.006, 0.082], [0.003, -0.067, -0.069], [-0.029, -0.019, 0.099], [0.130, 0.156, -0.096], [-0.069, -0.139, -0.004], [-0.008, -0.111, 0.130], [-0.020, -0.250, 0.223], [-0.047, 0.371, 0.059], [-0.192, 0.037, -0.016], [0.016, -0.134, -0.019], [0.856, -0.656, -0.039], [-0.630, 1.165, 0.052], [0.308, 0.158, -0.070], [0.694, -0.325, -0.042], [-0.115, 0.204, 0.078], [1.515, 1.688, -0.070], [-1.671, 0.540, -0.910], [0.398, 1.366, -0.992], [0.192, 1.157, 1.536], [-1.524, -0.060, 0.980], [0.034, 0.180, -0.499], [0.015, -0.992, 0.793], [0.624, -0.767, 0.262], [1.041, -0.978, -0.713], [-0.015, -0.861, -0.429], [-0.148, -0.870, 0.092], [0.284, -0.538, -0.022], [-1.429, 0.442, 0.082], [-0.022, -0.236, 0.002], [0.064, 0.150, -0.064], [0.064, 0.186, 0.051], [-0.334, -0.094, 0.018], [-0.051, -0.292, 0.043], [0.019, -0.265, 0.027], [0.098, -0.172, -0.486], [-0.293, -0.092, -0.184], [-0.107, -0.293, 0.250], [0.045, -0.068, 0.327], [-0.137, 0.058, 0.392], [0.333, 0.159, 0.183], [0.228, 0.254, -0.319], [-0.144, -0.070, -0.420], [-0.355, -0.224, 0.077], [0.287, 0.068, -0.010], [0.091, 0.185, -0.032]],
  "mulliken_spin": [0.01, -0.01, 0.00, 0.00, 0.00, 0.00, 0.00, 0.00, 0.00, 0.00, 0.00, 0.00, -0.01, -0.03, 0.00, 0.00, 0.00, 0.00, 0.00, 0.00, 0.00, 0.00, 0.00, 0.00, 0.00, 0.00, 0.00, 0.03, -0.01, 0.00, 0.01, 0.00, 0.00, 0.00, 0.00, 0.00, 0.00, 0.00, 0.00, 0.00, 0.00, 0.00, 0.00, 0.00, 0.00, 0.00, 0.00, 0.00, 0.00, 0.00, 0.00, 0.00, 0.01, 0.00, 0.00, 0.00, 0.00, 0.00, 0.00, 0.00, 0.00, 0.00, 0.00, 0.00, 0.00, 0.00, 0.00, 0.00, 0.00, 0.00, 0.00, 0.03, 0.20, -0.10, 0.18, -0.04, 0.46, 0.03, 0.06, 0.03, 0.10, -0.07, 2.82, -0.02, 0.07, 0.07, 0.02, -0.05, 0.17, -0.09, 0.00, 0.00, 0.00, -0.01, 0.00, 0.01, -0.01, 0.01, -0.02, 0.04, 0.06, 0.00, -0.01, 0.00, 0.01, 0.04, -0.01],
  "gap_ev": [3.35, 4.46],
  "e_lumo_ev": [2.12, 2.12],
  "charge": -1,
  "e_homo_ev": [-1.236, -2.339],
  "multiplicity": 5,
  "relative_energy_ev": 0.000,
  "s2": 6.120,
  "energy_ha": -3289.46601
}